1.
C4H8FN3 | ωB97M-V with the def2-TZVPD basis set

Geometry as XYZ:
```
16
Properties=species:S:1:pos:R:3
H 1.0927 -2.1523 -0.0086
N 1.7515 -1.4035 -0.1985
C 1.1797 -0.2526 -0.0838
N 2.1063 0.8514 -0.1988
C -0.2259 0.1260 0.1336
N -0.4187 1.4889 0.2838
C -1.2088 -0.8433 0.8708
C -1.2750 -0.5955 -0.5407
F -2.3549 0.1067 -0.7782
H 2.8258 0.4267 -0.9284
H 1.8024 1.7535 -0.9418
H 0.0042 2.1076 1.1727
H -1.4655 1.7924 0.0823
H -0.7342 -1.7819 1.3508
H -2.2041 -0.4274 1.2191
H -0.8754 -1.1966 -1.4344
```

- Structure (SMILES): [H]/N=C(/N)[C@]1(N)C[C@H]1F
- LUMO: 0.85 eV
- Electronic energy: -421.2208 Ha
- Orbital gap: 9.5 eV
- Relative energy (zero: lowest compared OMol25 entry of this formula, charge and spin): 270.0 kJ/mol

---

2.
C4H8FN3 | ωB97M-V with the def2-TZVPD basis set

Geometry as XYZ:
```
16
Properties=species:S:1:pos:R:3
C -0.2714 -0.7630 -0.1368
C 0.0339 0.5295 0.4659
C 1.4621 0.7543 1.0542
C 1.1476 1.4900 -0.1126
H -1.5454 -2.7133 -1.5529
H -2.1855 -2.9432 0.5034
H -2.6643 -0.2158 -0.3849
H 0.4991 -2.2607 -0.7162
H -0.8159 1.0513 0.9514
H 1.9718 -0.2522 0.8994
H 1.5871 1.4709 1.9663
H 1.5722 1.0825 -1.0941
N -2.1312 -2.2628 -0.5749
N -1.5473 -1.0840 -0.4054
N 0.7686 -1.3563 -0.3634
F 0.8575 2.8486 0.1343
```

- LUMO: 0.42 eV
- Electronic energy: -421.1018 Ha
- Orbital gap: 9.6 eV
- Relative energy (zero: lowest compared OMol25 entry of this formula, charge and spin): 582.4 kJ/mol

---

3.
C4H8FNO3S | ωB97M-V with the def2-TZVPD basis set

Geometry as XYZ:
```
18
Properties=species:S:1:pos:R:3
C -1.7133 1.6526 0.0592
C -0.5701 1.2292 0.6409
N -0.0712 -0.1191 0.6595
O -0.3370 -0.8113 -0.5532
C 0.6753 -0.5632 -1.5385
C 2.0741 -0.3155 -1.0097
S -0.8130 -1.0224 1.8480
O -0.7482 -0.2932 3.0567
O -0.3101 -2.3385 1.7823
F -2.2906 -1.0653 1.3599
H -1.9276 1.4792 -0.9896
H -2.4094 2.2338 0.6548
H 0.0631 1.9397 1.1631
H 0.6979 -1.4763 -2.1345
H 0.3548 0.2336 -2.2168
H 2.1381 0.5057 -0.3015
H 2.5008 -1.2331 -0.6098
H 2.6863 -0.0357 -1.8708
```

- Structure (SMILES): C=CN(OCC)S(=O)(=O)F
- LUMO: -0.29 eV
- Electronic energy: -935.5772 Ha
- Orbital gap: 9.1 eV
- Relative energy (zero: lowest compared OMol25 entry of this formula, charge and spin): 283.6 kJ/mol

---

4.
C4H8FNS | ωB97M-V with the def2-TZVPD basis set

Geometry as XYZ:
```
15
Properties=species:S:1:pos:R:3
F -3.1059 -0.0217 1.2460
S -2.7001 -0.0329 -0.4136
N -0.9058 -0.0787 -0.5207
C -0.1197 -1.1905 -0.6159
C 1.2059 -0.7904 0.1794
C 1.2148 0.7918 0.0688
C -0.3220 1.0696 0.1401
H 0.3624 -1.2662 -1.6068
H -0.6813 -2.0744 -0.3150
H 2.1228 -1.2007 -0.2855
H 1.2212 -1.0687 1.3448
H 1.8169 1.4006 0.8337
H 1.4966 1.1899 -0.9289
H -0.8863 1.1853 1.1808
H -0.7195 2.0869 -0.3073
```

- Structure (SMILES): FSN1CCCC1
- LUMO: 0.46 eV
- Electronic energy: -709.9318 Ha
- Orbital gap: 9.3 eV
- Relative energy (zero: lowest compared OMol25 entry of this formula, charge and spin): 150.4 kJ/mol

---

5.
C4H8GdO3 | ωB97M-V with the def2-TZVPD basis set

Geometry as XYZ:
```
16
Properties=species:S:1:pos:R:3
O 2.7395 0.9360 -0.5497
C 2.8350 -0.1176 0.2083
O 1.5003 -0.5574 0.6359
C 0.6697 -1.2302 -0.2986
C -0.7614 -0.8106 -0.0579
O -0.8758 0.6054 -0.0475
C -2.1933 1.0902 0.1556
Gd 0.9969 2.0607 -0.4429
H 3.3843 0.0130 1.1639
H 0.7494 -2.3131 -0.1339
H 0.9790 -1.0188 -1.3333
H -1.0792 -1.1476 0.9420
H -1.3952 -1.2136 -0.8635
H -2.1630 2.1845 0.1868
H -2.8225 0.7849 -0.6926
H -2.5636 0.7341 1.1274
```

- LUMO (spin up / spin down): -3.53 / -4.60 eV
- Total charge: +1
- Electronic energy: -1148.1898 Ha
- <S²>: 15.78
- Spin multiplicity: 8
- Orbital gap (spin up / spin down): 7.5 / 9.7 eV
- Relative energy (zero: lowest compared OMol25 entry of this formula, charge and spin): 108.6 kJ/mol

---

6.
C4H8I2O | ωB97M-V with the def2-TZVPD basis set

Geometry as XYZ:
```
15
Properties=species:S:1:pos:R:3
O 0.3502 2.2066 0.9254
C 1.3492 2.0293 0.2476
C 2.7310 2.3696 0.7567
C 1.2760 1.4568 -1.1491
H 2.6739 2.7838 1.7774
H 3.2077 3.1166 0.1000
H 3.3631 1.4660 0.7785
H 1.6865 2.1753 -1.8783
H 1.8579 0.5218 -1.2106
H 0.2296 1.2384 -1.4212
I 2.6467 0.7150 4.8840
I 1.6668 -1.4551 2.2303
C 1.0864 0.0076 3.6435
H 0.2930 -0.4200 4.2862
H 0.6518 0.8685 3.1000
```

- LUMO: -0.05 eV
- Electronic energy: -827.8250 Ha
- Orbital gap: 9.3 eV
- Relative energy (zero: lowest compared OMol25 entry of this formula, charge and spin): 10.7 kJ/mol

---

7.
C4H8IN2 | ωB97M-V with the def2-TZVPD basis set

Geometry as XYZ:
```
15
Properties=species:S:1:pos:R:3
C 0.4643 -1.1402 -1.2037
C 0.3734 -0.3265 2.3263
C -0.3450 1.3171 -1.2854
C -1.2745 -0.2835 0.0925
N 0.7278 -0.0865 3.4325
N -0.3770 -0.0335 -0.7875
I 2.2868 -0.9462 -0.0388
H 0.1855 -2.0671 -0.9422
H 0.8797 -1.1471 -2.3092
H 0.6732 1.8416 -1.5043
H -0.8697 2.0223 -0.7344
H -0.6627 1.3755 -2.3597
H -1.8149 0.6309 0.5764
H -1.5162 -1.2592 0.4270
H 1.2692 0.1023 4.3104
```

- LUMO: -4.67 eV
- Total charge: +1
- Electronic energy: -564.0498 Ha
- Orbital gap: 8.4 eV
- Relative energy (zero: lowest compared OMol25 entry of this formula, charge and spin): 340.5 kJ/mol

---

8.
C4H8IN2 | ωB97M-V with the def2-TZVPD basis set

Geometry as XYZ:
```
15
Properties=species:S:1:pos:R:3
C 0.6499 -1.5233 -0.8351
C -0.0565 -0.6406 1.1353
C -0.7934 -0.0003 -0.0258
C 0.1100 2.4137 -0.1120
N 0.8620 -1.5544 0.4506
N -0.2347 -0.6016 -1.1243
I -2.8912 0.1157 -0.0039
H 1.2764 -1.8574 -1.6030
H 0.6794 0.0839 1.7298
H -0.7761 -1.0963 1.8047
H 0.9191 1.7847 -0.4424
H -0.0646 2.5978 0.8591
H -0.3712 3.0825 -0.9048
H 1.4964 -2.0344 1.0414
H -0.8054 -0.7699 -1.9696
```

- LUMO (spin up / spin down): -4.81 / -4.16 eV
- Total charge: +1
- Electronic energy: -564.0272 Ha
- Orbital gap (spin up / spin down): 7.5 / 7.9 eV
- Relative energy (zero: lowest compared OMol25 entry of this formula, charge and spin): 399.8 kJ/mol

---

9.
C4H8IN2 | ωB97M-V with the def2-TZVPD basis set

Geometry as XYZ:
```
15
Properties=species:S:1:pos:R:3
C -0.4112 -1.0552 1.3764
C -1.1632 0.4959 -0.1059
C 0.2709 0.8143 0.2691
C 1.5017 -0.0453 -1.8115
N 0.4791 -0.0704 1.3453
N -1.4056 -0.7568 0.5804
I 0.9076 2.7620 0.3730
H -0.2679 -1.8303 2.0641
H -2.0121 1.0989 0.1597
H -1.1483 0.3259 -1.1903
H 2.3061 0.6232 -2.2497
H 0.4645 -0.1539 -2.2277
H 1.7419 -0.9601 -1.2338
H 1.0509 0.1123 2.1124
H -2.3143 -1.3606 0.5385
```

- LUMO (spin up / spin down): -4.68 / -4.04 eV
- Total charge: +1
- Electronic energy: -564.0316 Ha
- Orbital gap (spin up / spin down): 7.6 / 7.9 eV
- Relative energy (zero: lowest compared OMol25 entry of this formula, charge and spin): 388.2 kJ/mol

---

10.
C4H8IN3 | ωB97M-V with the def2-TZVPD basis set

Geometry as XYZ:
```
16
Properties=species:S:1:pos:R:3
C -2.0212 -2.0558 -1.1846
C 1.4299 1.6567 -0.2781
C -2.0687 -0.8843 -0.6459
C -0.1586 -0.2179 0.0888
N 1.6090 2.8873 -0.7069
N 0.5686 -1.1121 0.6745
N 0.3015 1.0678 -0.2305
I -3.6575 0.2179 0.2153
H -2.9532 -2.6057 -1.3874
H -1.1273 -2.6251 -1.5118
H 2.3599 1.2186 -0.0495
H 2.4871 3.3666 -0.8747
H 0.8119 3.4949 -1.0202
H 0.2493 -2.1540 0.8422
H 1.5827 -0.9829 0.9885
H -0.5764 1.5998 -0.6083
```

- LUMO: -9.08 eV
- Total charge: +2
- Electronic energy: -618.4089 Ha
- Orbital gap: 7.6 eV
- Relative energy (zero: lowest compared OMol25 entry of this formula, charge and spin): 174.1 kJ/mol

---

11.
C4H8INO4 | ωB97M-V with the def2-TZVPD basis set

Geometry as XYZ:
```
18
Properties=species:S:1:pos:R:3
C -2.4931 -0.1291 -1.3209
C -0.9832 0.0984 -1.0227
O -0.5572 1.3666 -1.5652
C -0.5546 0.0718 0.4299
I -0.7618 1.8216 1.5669
N -0.0486 -0.9460 1.0216
O 0.4777 -1.1627 2.0732
O -0.0435 -1.9879 0.1330
H -3.1251 0.5534 -0.7969
H -2.7548 -0.0668 -2.4555
H -2.6785 -1.1232 -1.0249
H -0.3908 -0.6244 -1.4568
H -0.9799 2.0146 -1.0734
H 0.4261 -2.7320 0.6884
C 3.6053 0.7377 1.2512
O 2.4223 0.7130 1.2921
H 4.1093 -0.2107 0.9427
H 4.3303 1.6059 1.3171
```

- Structure (SMILES): C[C@@H](O)/C(I)=[N+](/[O-])O.C=O
- LUMO: 0.43 eV
- Electronic energy: -810.4353 Ha
- Orbital gap: 9.0 eV
- Relative energy (zero: lowest compared OMol25 entry of this formula, charge and spin): 250.0 kJ/mol

---

12.
C4H8INS | ωB97M-V with the def2-TZVPD basis set

Geometry as XYZ:
```
15
Properties=species:S:1:pos:R:3
C 1.2875 0.8471 1.9973
C -0.8467 0.9747 -1.0187
C 0.2137 -1.6375 0.1868
C -0.3642 0.5482 0.3358
N 0.8143 1.0082 0.7600
S 2.7008 1.3723 2.6025
I -1.8913 0.6692 1.8594
H 0.5631 0.3909 2.6752
H -1.3234 1.9386 -0.7371
H -1.5749 0.2981 -1.3035
H 0.0382 1.0446 -1.7283
H -0.6999 -2.1715 0.3996
H 0.8490 -1.6015 1.1120
H 0.7267 -1.9191 -0.7622
H 1.5581 1.2148 0.0726
```

- LUMO: -0.02 eV
- Electronic energy: -907.7309 Ha
- Orbital gap: 8.1 eV
- Relative energy (zero: lowest compared OMol25 entry of this formula, charge and spin): 258.5 kJ/mol

---

13.
C4H8IP | ωB97M-V with the def2-TZVPD basis set

Geometry as XYZ:
```
14
Properties=species:S:1:pos:R:3
C 0.7701 -0.6561 -0.3931
C -0.4217 -1.3973 0.2196
C 0.0772 0.7042 -0.5794
C -1.2403 -0.1617 0.6035
P 0.7240 2.2548 0.1095
I -3.2515 -0.0094 -0.0235
H 1.6078 -0.5886 0.3033
H 1.1285 -1.0868 -1.3301
H -0.9371 -1.9907 -0.5351
H -0.1889 -2.0415 1.0698
H -0.4351 0.8362 -1.5272
H -1.1162 0.2141 1.6104
H 1.8724 2.2750 -0.6881
H 1.4108 1.6479 1.1605
```

- LUMO: 0.57 eV
- Electronic energy: -796.1680 Ha
- Orbital gap: 9.3 eV
- Relative energy (zero: lowest compared OMol25 entry of this formula, charge and spin): 119.8 kJ/mol

---

14.
C4H8IrO | ωB97M-V with the def2-TZVPD basis set

Geometry as XYZ:
```
14
Properties=species:S:1:pos:R:3
H 1.1777 0.8854 1.5049
C 0.0627 0.8443 1.2457
C -0.7492 -0.5238 1.1516
C 0.2051 -0.6162 0.1057
C -0.0835 -0.5940 -1.3583
O 0.8963 0.0311 -2.0663
Ir 1.1724 1.4734 -3.0083
H -0.4063 1.4808 1.9989
H 0.1246 1.2291 0.2248
H -1.7862 -0.3501 0.8611
H -0.6034 -1.1435 2.0353
H 1.2435 -0.8276 0.3817
H -1.1075 -0.1995 -1.5092
H -0.1461 -1.6895 -1.5677
```

- LUMO (spin up / spin down): -9.42 / -12.66 eV
- Total charge: +2
- Electronic energy: -335.7277 Ha
- <S²>: 8.76
- Spin multiplicity: 6
- Orbital gap (spin up / spin down): 8.2 / 8.9 eV
- Relative energy (zero: lowest compared OMol25 entry of this formula, charge and spin): 0.0 kJ/mol

---

15.
C4H8LiNaO3 | ωB97M-V with the def2-TZVPD basis set

Geometry as XYZ:
```
17
Properties=species:S:1:pos:R:3
C 2.4694 -0.7067 1.9524
C 0.9994 -0.3515 2.2127
C 0.4713 -0.1628 0.7813
C -0.9778 0.0344 0.7520
O -1.6408 0.0890 -0.2800
O 3.0351 -1.6726 2.6437
Li 2.9068 -2.7664 3.9715
Na -1.7185 0.7682 -2.7207
H 3.0629 0.0596 1.4159
H 1.3886 -0.9814 0.3349
H 0.8986 0.5938 2.7690
H 0.5270 -1.2070 2.7239
H 0.9702 0.6471 0.2311
H -1.4653 0.2881 1.7139
O -0.1857 2.3642 -3.1696
H 0.1528 2.7049 -4.0020
H 0.4776 2.5842 -2.4721
```

- LUMO (spin up / spin down): -3.49 / -3.49 eV
- Total charge: +1
- Electronic energy: -552.5068 Ha
- <S²>: 0.76
- Spin multiplicity: 2
- Orbital gap (spin up / spin down): 4.5 / 8.2 eV
- Relative energy (zero: lowest compared OMol25 entry of this formula, charge and spin): 171.6 kJ/mol

---

16.
C4H8N | ωB97M-V with the def2-TZVPD basis set

Geometry as XYZ:
```
13
Properties=species:S:1:pos:R:3
C -1.3948 -0.2044 0.3043
N -0.1275 -0.1663 -0.5452
C 0.9673 -1.0476 -0.2533
C 1.8115 -0.1438 0.2682
C 0.8084 1.0082 -0.0265
H -0.9980 -0.1899 1.2665
H -2.0178 0.6422 0.1056
H -2.0438 -1.1744 0.0605
H -0.4721 -0.0513 -1.5134
H 0.9699 -2.1599 -0.4292
H 2.8371 -0.1786 0.6948
H 0.4523 1.7664 0.6417
H 1.0828 1.4720 -0.9939
```

- Structure (SMILES): C[N@@H+]1C=CC1
- LUMO: -3.38 eV
- Total charge: +1
- Electronic energy: -211.6259 Ha
- Orbital gap: 12.1 eV
- Relative energy (zero: lowest compared OMol25 entry of this formula, charge and spin): 118.6 kJ/mol

---

17.
C4H8N | ωB97M-V with the def2-TZVPD basis set

Geometry as XYZ:
```
13
Properties=species:S:1:pos:R:3
C -0.1470 -0.1584 0.7289
C 0.5713 -0.3571 1.8914
C 1.2519 -0.1599 0.6989
C 2.3710 -0.2791 -0.2367
N -2.5903 0.6004 -1.0373
H -1.2280 0.0167 0.3388
H 0.7168 -0.5278 2.8813
H 3.3824 0.1272 0.0239
H 1.9069 0.1946 -1.2213
H 2.5427 -1.2992 -0.4376
H -3.3716 0.5921 -0.3381
H -2.9231 -0.1951 -1.6833
H -2.4830 1.4457 -1.6090
```

- LUMO: -4.28 eV
- Total charge: +1
- Electronic energy: -211.5963 Ha
- Orbital gap: 10.0 eV
- Relative energy (zero: lowest compared OMol25 entry of this formula, charge and spin): 196.4 kJ/mol

---

18.
C4H8N2 | ωB97M-V with the def2-TZVPD basis set

Geometry as XYZ:
```
14
Properties=species:S:1:pos:R:3
C -1.8923 0.2181 0.0495
C -0.6578 -0.7137 -0.1415
C 0.7191 -0.1487 0.4235
N 2.0883 -0.6734 -0.0537
C 0.9206 1.2197 -0.0066
N 1.1995 2.2427 -0.4644
H -1.7226 1.2120 -0.3787
H -2.2001 0.3511 1.0961
H -2.7671 -0.2057 -0.4699
H -0.9113 -1.6826 0.3143
H -0.5418 -0.8819 -1.2146
H 0.6260 -0.2221 1.5260
H 2.2578 -0.5439 -1.0599
H 2.8817 -0.1715 0.3800
```

- Structure (SMILES): CC[C@@H](N)C#N
- LUMO: 0.95 eV
- Electronic energy: -266.6872 Ha
- Orbital gap: 10.7 eV
- Relative energy (zero: lowest compared OMol25 entry of this formula, charge and spin): 91.5 kJ/mol

---

19.
C4H8N2 | ωB97M-V with the def2-TZVPD basis set

Geometry as XYZ:
```
14
Properties=species:S:1:pos:R:3
C -1.7722 1.0512 -0.5280
C -0.4130 0.7282 -0.0057
N 0.3420 -0.1919 -0.5503
C 1.5530 -0.6903 -0.1690
C 2.3406 0.0111 0.7588
N 2.9986 0.6161 1.5060
H -2.1346 0.2869 -1.2263
H -1.7693 2.0193 -1.0417
H -2.5005 1.1186 0.2902
H 0.0175 1.2853 0.8196
H -0.4354 -0.9232 1.6607
H -0.0617 -0.6735 -1.3476
H 1.9433 -1.5247 -0.7271
H 0.1964 -1.3097 1.5602
```

- LUMO (spin up / spin down): 0.59 / 0.59 eV
- Electronic energy: -266.6135 Ha
- Orbital gap (spin up / spin down): 8.1 / 8.1 eV
- Relative energy (zero: lowest compared OMol25 entry of this formula, charge and spin): 284.9 kJ/mol

---

20.
C4H8N2 | ωB97M-V with the def2-TZVPD basis set

Geometry as XYZ:
```
14
Properties=species:S:1:pos:R:3
H -2.0967 -0.8357 -0.6718
N -2.2770 0.0140 -0.1389
C -1.2409 0.6666 0.1858
C 0.1654 0.3562 -0.0161
C 1.0914 1.5387 -0.0954
C 0.6569 -0.8973 -0.0805
N -0.0557 -2.0693 0.0046
H -1.4346 1.6196 0.6775
H 1.0351 2.1261 0.8213
H 0.8114 2.1889 -0.9240
H 2.1206 1.2192 -0.2394
H 1.7200 -1.0385 -0.2355
H 0.4684 -2.8871 0.2708
H -0.9642 -2.0014 0.4416
```

- Structure (SMILES): [H]/N=C\C(C)=C/N
- LUMO: 0.91 eV
- Electronic energy: -266.6937 Ha
- Orbital gap: 9.1 eV
- Relative energy (zero: lowest compared OMol25 entry of this formula, charge and spin): 74.3 kJ/mol